Record 1
A molecular structure, C29H53FNO11S5, computed with wB97M-V/def2-TZVPD.

Summary:
Energy relative to the best compared isomer or geometry (same formula, charge and spin)   59.3 kcal/mol
Total charge   +1

```
100
Properties=species:S:1:pos:R:3:lowdin_charge:R:1
C 3.07253 -0.20159 0.72165 0.06
C 2.15553 -0.52059 -0.36135 -0.31
O 2.30453 -1.54359 -1.02235 0.14
N 0.90153 0.28241 -0.65535 0.05
H 0.41553 0.46841 0.17165 0.06
H 1.33553 1.22841 -0.72135 0.19
C 0.16253 -0.02659 -1.81735 -0.01
H 2.97553 -0.65859 1.58165 0.04
H 2.91453 0.89441 0.96765 0.13
H 4.05153 -0.32059 0.48765 0.08
H -0.20647 1.04841 -2.20935 0.13
H -0.73047 -0.81759 -1.58535 0.17
H 0.75553 -0.32959 -2.61335 0.07
F 4.07353 -1.83559 4.06065 0.04
C 4.83553 -2.29759 5.05765 -0.30
C 6.01753 -3.01159 4.62965 0.02
C 6.87353 -3.58959 5.59065 -0.02
C 6.58553 -3.24359 6.97165 -0.05
C 5.42553 -2.53959 7.35365 -0.08
C 4.58653 -1.98159 6.37865 -0.03
H 5.99353 -3.26459 3.65765 0.07
H 7.62453 -4.11759 5.32065 0.03
H 7.22753 -3.53459 7.80465 0.10
H 5.22253 -2.28859 8.31465 0.07
H 3.44953 -1.58059 6.46765 0.17
C 1.01753 -6.31459 -0.45135 -0.20
C -0.39747 -6.48659 -0.92835 -0.27
C -0.60247 -5.75559 -2.10635 -0.25
S 0.16553 -4.19759 -1.78335 0.66
O -0.70647 -3.35059 -1.01635 -0.32
O 0.75553 -3.71359 -2.97935 -0.29
C 1.32853 -4.83459 -0.61235 -0.22
H 1.87753 -6.89559 -0.90535 0.14
H 1.10253 -6.60059 0.54765 0.09
H -1.09047 -6.16259 -0.22435 0.08
H -0.76647 -7.64659 -0.84135 0.19
H -1.55647 -5.52259 -2.36935 0.09
H -0.25947 -6.27459 -2.86735 0.08
H 1.10253 -4.37559 0.35965 0.08
H 2.29653 -4.64159 -1.08335 0.11
C -2.72747 -2.79159 4.26665 -0.20
C -2.97847 -3.92659 3.35065 -0.37
C -2.52347 -3.60959 2.07765 -0.24
S -0.89347 -2.85059 2.43365 0.69
O -0.83447 -1.68259 1.56465 -0.33
O 0.06853 -3.89959 2.25465 -0.31
C -1.16947 -2.54459 4.16465 -0.16
H -2.93247 -3.20459 5.28665 0.13
H -3.29947 -1.86559 3.93165 0.14
H -4.07247 -4.05959 3.47465 0.14
H -2.48847 -4.82359 3.80265 0.15
H -3.36547 -2.87359 1.66365 0.18
H -2.30647 -4.59359 1.76265 0.09
H -0.83447 -1.69559 4.06465 -0.04
H -0.63747 -3.37859 4.82965 0.18
C 1.81853 4.37141 -6.60035 -0.18
C 0.38453 4.53941 -7.15035 -0.24
C -0.38847 3.57041 -6.55035 -0.33
S 0.37953 2.35141 -5.71735 0.64
O 0.29553 1.07041 -6.34035 -0.29
O 0.24253 2.51341 -4.27335 -0.33
C 1.94753 2.91841 -6.17335 -0.27
H 1.90153 4.98641 -5.51735 0.17
H 2.64253 4.78441 -7.23735 0.13
H 0.62153 4.47441 -8.22735 0.15
H 0.05053 5.43341 -6.93635 0.07
H -0.99647 3.05841 -7.32935 0.15
H -1.20547 3.98441 -5.89335 0.12
H 2.35453 2.13141 -7.04535 0.19
H 2.61053 2.76241 -5.39935 0.07
C -3.75747 2.00341 1.82965 -0.18
C -3.18247 2.98341 2.77365 -0.33
C -1.88147 3.12841 2.58365 -0.27
S -1.25747 1.59641 2.25265 0.79
O -1.09247 0.80641 3.50765 -0.30
O -0.12347 1.68741 1.27865 -0.35
C -2.66847 1.07341 1.39665 -0.24
H -3.80847 2.44541 0.83165 0.10
H -4.91347 1.68141 2.18665 0.21
H -3.48447 2.60441 3.58065 0.06
H -3.89047 3.77941 2.66965 0.15
H -1.54947 3.70641 3.39365 0.14
H -1.71447 3.57341 1.57165 0.14
H -2.78447 0.05441 1.73265 0.09
H -2.40247 0.97741 0.39065 0.08
C -2.17947 6.20841 -2.93335 -0.23
C -3.35047 6.13841 -1.91035 -0.19
C -2.88647 5.24441 -0.93135 -0.28
S -1.82447 4.02941 -1.59235 0.66
O -2.46347 2.74741 -1.77535 -0.30
O -0.66147 4.10241 -0.81035 -0.29
C -1.64347 4.88841 -3.22635 -0.23
H -1.36547 6.86341 -2.51135 0.14
H -2.64247 6.76741 -3.71735 0.11
H -3.90347 5.47341 -2.38335 0.08
H -3.69447 7.06641 -1.69435 0.12
H -3.59747 4.87741 -0.47035 0.02
H -2.40747 5.94641 -0.20235 0.16
H -2.24647 4.28041 -3.98535 0.12
H -0.57647 4.66941 -3.66435 0.12
```


Record 2
5 unconnected molecules or ions with the total composition C29H53IO15P, computed with wB97M-V/def2-TZVPD.

Summary:
Total charge   +1

```
99
Properties=species:S:1:pos:R:3:lowdin_charge:R:1
C 1.20843 2.52994 4.43534 0.08
C 1.59546 1.46008 3.97413 -0.13
C 1.69508 0.23138 2.98907 -0.20
C 2.08681 0.72610 1.52152 -0.22
C 1.32389 -0.01652 0.34768 -0.24
P -0.56568 0.16152 0.45733 1.05
C -1.28928 0.11725 -1.28616 -0.18
C -2.85860 -0.08418 -1.10938 -0.28
O -3.41890 -1.15740 -1.21571 0.06
C -0.90939 1.78212 1.31685 -0.23
C -2.42911 2.22768 1.33239 -0.23
O -2.52318 3.29461 2.33897 -0.09
C -3.66438 3.12696 3.13241 -0.32
O -4.79354 3.02214 2.71177 0.07
C -1.17676 -1.36964 1.35215 -0.33
C -2.50937 -1.19204 2.20176 -0.75
C -2.97942 -2.68688 2.60894 -0.16
I -2.22633 -0.13420 4.08927 0.99
H 1.13867 3.60594 4.75112 0.07
H 0.72865 -0.35909 3.01949 0.04
H 2.49077 -0.45754 3.40899 0.12
H 3.19216 0.47995 1.39533 0.13
H 2.01680 1.84949 1.49356 0.11
H 1.61089 0.47290 -0.63865 0.11
H 1.56522 -1.13001 0.31650 0.11
H -0.89464 -0.80758 -1.80757 0.12
H -1.02778 1.07091 -1.84831 0.12
H -3.49264 0.81258 -0.81870 0.13
H -0.34509 2.58467 0.73253 0.13
H -0.52710 1.84174 2.37754 0.06
H -2.79470 2.68890 0.36857 0.14
H -3.15716 1.43014 1.65267 0.08
H -3.53629 3.12726 4.26551 0.16
H -0.39251 -1.87289 2.00042 0.10
H -1.42254 -2.13289 0.53698 0.11
H -3.32490 -0.76831 1.55182 0.07
H -4.09691 -2.80786 2.53980 0.09
H -2.50966 -3.47368 1.94499 0.08
H -2.69568 -2.88119 3.69106 0.05
C -4.61101 6.98586 2.44860 -0.06
C -3.25918 6.86424 3.12672 -0.22
O -2.69775 8.15135 3.40405 0.03
C -3.23494 8.80391 4.44557 -0.59
O -4.12613 8.40285 5.15118 0.12
O -2.62910 9.99428 4.54820 0.00
C -3.18368 10.83865 5.55732 -0.04
H -4.53541 7.60714 1.55334 0.09
H -4.99134 6.00132 2.16770 0.07
H -5.34288 7.46010 3.10402 0.08
H -2.56384 6.35833 2.45390 0.11
H -3.31799 6.26622 4.04078 0.12
H -3.20915 10.33735 6.52580 0.10
H -4.18509 11.15936 5.26532 0.10
H -2.54765 11.71907 5.64052 0.10
C -6.69189 1.18122 1.30814 -0.06
C -6.62116 2.48448 0.53345 -0.22
O -6.78579 2.25923 -0.87457 0.02
C -8.03991 2.00784 -1.27902 -0.60
O -9.01611 1.96018 -0.57553 0.13
O -8.01479 1.78769 -2.60173 0.00
C -9.27709 1.40038 -3.14548 -0.04
H -5.96945 0.45994 0.91242 0.07
H -6.48358 1.35006 2.36466 0.07
H -7.67798 0.72190 1.22368 0.08
H -5.63644 2.92872 0.66474 0.09
H -7.35324 3.21013 0.89593 0.13
H -10.05708 2.11928 -2.89153 0.10
H -9.54485 0.40336 -2.79140 0.10
H -9.17640 1.36837 -4.22973 0.09
C 5.54520 -4.64850 -3.27771 -0.05
C 5.77468 -3.75326 -2.07537 -0.21
O 4.55028 -3.50526 -1.36527 0.02
C 4.10582 -4.51567 -0.60883 -0.60
O 4.63262 -5.58809 -0.47214 0.14
O 2.94256 -4.13603 -0.04716 -0.02
C 2.30321 -5.16874 0.70340 -0.05
H 4.76893 -4.23146 -3.92359 0.08
H 6.46494 -4.76163 -3.85483 0.07
H 5.20768 -5.64136 -2.97621 0.08
H 6.14022 -2.78239 -2.41357 0.12
H 6.53054 -4.16625 -1.40276 0.12
H 2.97350 -5.58802 1.45484 0.10
H 1.94436 -5.95008 0.03138 0.10
H 1.44557 -4.72836 1.21275 0.08
C 9.89420 -8.07035 -7.93096 -0.07
C 9.57208 -6.58867 -7.97148 -0.21
O 8.92135 -6.16222 -6.76591 0.03
C 9.71517 -6.02646 -5.69717 -0.59
O 10.90276 -6.22412 -5.66273 0.13
O 8.95113 -5.66028 -4.65392 -0.01
C 9.66197 -5.58630 -3.41910 -0.04
H 8.99456 -8.65208 -7.71716 0.08
H 10.31230 -8.39923 -8.88386 0.08
H 10.61533 -8.29897 -7.14471 0.07
H 8.87415 -6.39362 -8.78714 0.12
H 10.46445 -5.98654 -8.15901 0.13
H 10.53563 -4.93811 -3.50087 0.10
H 9.95588 -6.58703 -3.09790 0.10
H 8.98852 -5.16606 -2.67206 0.08
```


Max |F| per entry: 10.634 2.279 eV Å⁻¹
HOMO level per entry: -10.55 -12.08 eV